Below is a molecular structure, C12H30N4O2PdSi in a non-equilibrium geometry, with properties calculated with wB97M-V/def2-TZVPD.

Summary:
Lowest unoccupied orbital energy = 5.6 eV
Energy above the lowest of the compared OMol25 structures with the same formula, charge and spin = 14.1 kJ/mol
Charge = -2
Gap between HOMO and LUMO = 0.16629 Ha
HOMO energy = 1.04 eV
Multiplicity = 1
Calculated total energy = -1261.94991 hartree

XYZ file:
```
50
Properties=species:S:1:pos:R:3:forces:R:3
Pd 0.661716 0.252634 0.135246 1.3 -0.4 -0.9
N -1.107568 -2.138160 0.052639 0.0 0.5 0.1
C -2.504595 -1.751483 -0.181506 0.2 0.2 0.0
C -2.914177 -0.590268 0.735865 0.2 0.0 -0.1
C -2.480160 0.788318 0.214859 0.0 0.0 0.1
C -2.278688 1.825046 1.320374 0.1 -0.2 0.1
N -1.125566 1.444587 2.143831 0.0 0.0 -0.3
H -0.447226 -1.260857 -0.106513 -0.6 -0.7 -0.1
H -0.799604 -2.820864 -0.631426 0.0 0.0 0.0
H -3.147799 -2.614305 0.013919 -0.1 -0.1 0.0
H -2.686478 -1.449732 -1.224658 0.0 0.0 -0.1
H -2.448791 -0.754633 1.712157 0.0 0.0 0.0
H -4.003139 -0.601099 0.875520 0.0 0.0 0.0
H -3.203544 1.159388 -0.522584 0.0 0.0 0.0
H -1.498855 0.699646 -0.296877 -0.3 0.0 0.0
H -3.173825 1.871070 1.955489 -0.1 0.0 0.1
H -2.173703 2.811252 0.848858 0.1 0.1 -0.1
H -0.790745 2.224221 2.697466 0.0 0.1 -0.1
H -0.329886 1.178547 1.486609 -0.6 0.3 0.7
C 1.572177 -0.825630 4.364695 0.1 0.0 0.1
C 1.810553 -0.510800 2.911776 0.4 0.2 -0.1
N 1.087919 -1.057229 2.000001 -0.1 0.6 -0.1
O 0.097382 -1.880944 2.538776 -0.3 -0.3 -0.3
C 2.862095 0.439128 2.540447 -0.3 -0.2 0.1
C 4.134196 0.503116 3.331329 0.0 0.0 0.1
N 2.659210 1.239676 1.517417 0.0 0.0 0.1
O 3.609439 2.053211 1.213034 0.1 0.1 0.0
H 0.499811 -0.930265 4.533358 0.1 0.0 0.0
H 1.969060 -0.026331 4.990567 0.1 0.0 0.0
H 2.046555 -1.768589 4.659892 0.0 0.0 0.0
H -0.429760 -2.095755 1.724533 0.1 -0.1 0.1
H 4.138164 1.316355 4.074170 0.0 0.0 0.0
H 4.948930 0.721820 2.636470 0.0 0.0 0.0
H 4.332076 -0.440308 3.852814 0.0 0.1 0.0
C 1.082000 0.640850 -4.983025 0.2 0.1 -0.2
Si 0.159425 0.290842 -3.345590 -0.2 -0.3 -0.1
C 0.269306 -1.593057 -3.254740 0.1 -0.3 0.0
C -1.655771 0.631898 -3.778287 -0.3 0.1 0.0
C 0.691168 1.180409 -1.894023 0.1 0.1 0.7
H 0.656849 0.072749 -5.824304 0.1 0.1 0.1
H 2.141364 0.361021 -4.885334 -0.2 0.0 0.0
H 1.050122 1.710140 -5.234954 0.0 -0.1 0.0
H 0.080217 -2.072736 -4.226712 0.0 0.0 0.1
H -0.452315 -1.977959 -2.525568 0.1 0.1 -0.1
H 1.269629 -1.888013 -2.907247 -0.2 0.0 0.0
H -1.934033 0.147327 -4.725933 0.0 0.1 0.1
H -1.839966 1.711194 -3.877437 0.0 -0.2 0.0
H -2.319672 0.252946 -2.988972 0.1 0.1 -0.1
H 0.151477 2.128025 -1.786485 0.0 0.1 0.0
H 1.765030 1.393624 -1.879920 0.1 0.0 0.0
```
Forces are in eV/Å.



Below is 2 unconnected molecules or ions with the total composition C7H7NO2S in a non-equilibrium geometry, with properties calculated with wB97M-V/def2-TZVPD.

Summary:
Lowest unoccupied orbital energy = -1.4 eV
Energy above the lowest of the compared OMol25 structures with the same formula, charge and spin = 541.4 kJ/mol
SMILES = O=S1(=O)C=CC=C=N1.C=C=C
Charge = 0
Gap between HOMO and LUMO = 0.27418 Ha
HOMO energy = -8.82 eV
Multiplicity = 1
Calculated total energy = -874.10369 hartree

XYZ file:
```
18
Properties=species:S:1:pos:R:3:forces:R:3
O 2.301528 -0.847908 -1.651466 2.7 -0.1 0.8
S 0.936116 -0.587313 -1.587643 -4.1 -0.3 -2.4
O 0.083718 -1.581053 -2.228559 0.6 0.9 1.3
C 0.493181 0.977947 -2.349652 -0.4 -0.7 2.7
C -0.129942 1.948121 -1.686193 -0.1 1.7 -1.0
C -0.388770 2.072742 -0.235715 -0.2 -0.5 -1.4
C -0.158787 0.826403 0.187521 1.6 -0.4 -0.7
N 0.353668 -0.271865 -0.008506 -0.6 2.0 -0.7
H 0.516451 0.987701 -3.378024 0.5 -0.3 -2.1
H -0.456814 2.836509 -2.357695 0.5 -1.5 1.5
H -0.743158 3.043409 0.020260 -0.3 -0.2 1.2
C -1.003216 -0.257549 2.758731 3.1 -3.1 -3.5
C -0.319489 -1.315337 2.285647 -2.5 1.6 0.8
C 0.130009 -2.336911 1.643079 2.4 -0.8 0.9
H -1.289023 -0.360458 3.721363 -1.3 0.6 2.9
H -1.138567 0.546732 2.059677 -0.3 0.7 0.3
H -0.393536 -3.086838 1.107092 -1.1 -0.2 -0.3
H 1.206633 -2.594333 1.700084 -0.5 0.5 -0.1
```
Forces are in eV/Å.



Below is a molecular structure, C39H34N5O2P2Pt in a non-equilibrium geometry, with properties calculated with wB97M-V/def2-TZVPD.

Summary:
Lowest unoccupied orbital energy (spin up / spin down) = 2.5 / 2.0 eV
Charge = -1
Gap between HOMO and LUMO (spin up / spin down) = 0.24900 / 0.22990 Ha
HOMO energy (spin up / spin down) = -4.29 / -4.29 eV
Multiplicity = 3
Calculated total energy = -2732.83938 hartree

XYZ file:
```
83
Properties=species:S:1:pos:R:3:forces:R:3
Pt 0.095312 1.005347 0.519424 0.5 1.3 0.0
C 4.517939 1.778376 1.058488 -0.1 -0.1 0.0
C 3.054246 2.158018 0.926340 0.2 0.4 0.1
O 2.256624 1.185142 0.736646 -0.5 -0.5 -0.3
C 2.710690 3.491186 0.966062 0.2 -0.2 0.1
C 1.405294 4.001453 0.785922 -0.4 0.1 -0.1
C 1.236943 5.496569 0.678689 0.0 -0.1 0.1
N 0.338835 3.251859 0.674169 0.2 -0.8 -0.3
N -0.837074 3.923537 0.509130 -0.7 0.4 0.2
C -1.783908 3.221648 -0.060020 0.6 0.4 0.0
O -1.628194 2.096056 -0.636258 0.2 -0.7 0.1
C -3.145384 3.831002 0.003435 -0.1 0.0 -0.1
C -3.318353 5.205174 0.158758 0.0 -0.1 0.0
C -4.590996 5.736565 0.285555 0.0 0.0 0.0
C -5.700397 4.899827 0.268725 -0.1 0.0 0.0
C -5.532023 3.533586 0.099115 0.0 0.0 0.0
C -4.259886 2.998978 -0.041579 0.1 0.0 0.0
H 4.594394 0.712493 1.267892 0.0 0.0 0.0
H 5.001719 2.345852 1.853197 0.0 0.0 0.0
H 5.033169 1.980594 0.117146 0.0 0.0 0.0
H 3.509318 4.209787 1.089477 0.0 0.0 0.0
H 2.199247 6.003462 0.726200 0.0 0.0 0.0
H 0.589804 5.850402 1.482287 0.0 0.0 0.0
H 0.739643 5.738068 -0.260444 0.0 0.1 0.0
H -2.438572 5.832666 0.187962 0.0 0.0 0.0
H -4.725330 6.805257 0.404090 0.0 0.0 0.0
H -6.696052 5.311931 0.383011 0.0 0.0 0.0
H -6.394995 2.879052 0.080204 0.0 0.0 0.0
H -4.106691 1.934453 -0.168463 -0.1 0.0 0.0
N -1.618174 0.011716 1.144523 -0.5 -0.2 -0.1
C -2.600613 -0.299012 0.571298 0.5 -0.3 0.4
N -3.733590 -0.591438 0.105544 -0.6 0.5 0.1
C -4.182498 -1.495626 -0.716593 0.0 -0.1 -0.2
N -4.684299 -2.259338 -1.432935 0.0 0.2 0.0
C 1.310076 -3.400452 0.096672 -0.5 0.1 -0.1
P 1.161150 -1.530910 0.297615 0.7 -0.2 -0.1
C 2.276478 -1.044780 -1.102189 0.0 0.0 0.1
C 3.574270 -1.517722 -1.265890 0.1 0.0 0.0
C 4.366022 -1.076960 -2.315931 0.1 -0.1 0.0
C 3.861646 -0.174941 -3.238982 0.0 0.0 0.0
C 2.559724 0.282440 -3.106492 0.0 0.0 -0.1
C 1.776510 -0.146728 -2.047350 0.0 -0.2 0.1
C 2.148859 -1.427961 1.862135 -0.1 0.0 0.0
C 3.353511 -2.091493 2.080522 0.0 0.0 0.0
C 4.032897 -1.955082 3.282824 0.1 -0.1 0.0
C 3.505170 -1.176902 4.300955 0.0 0.0 0.0
C 2.279198 -0.554641 4.118727 0.0 0.0 0.0
C 1.606667 -0.684798 2.913665 0.0 -0.1 -0.1
P -0.048241 -4.290196 -0.795635 0.0 0.2 0.0
C -0.406770 -3.112523 -2.162175 0.0 -0.1 0.1
C -1.278709 -2.034076 -2.024531 0.1 0.0 -0.1
C -1.535503 -1.198542 -3.101197 0.0 0.1 0.0
C -0.921104 -1.431204 -4.322390 0.0 0.0 0.0
C -0.044828 -2.497883 -4.468004 0.0 0.0 0.0
C 0.204133 -3.338946 -3.393893 0.0 0.0 0.0
C -1.485706 -3.975423 0.287705 0.0 -0.2 0.0
C -2.734344 -4.353912 -0.211268 0.2 -0.1 0.1
C -3.870250 -4.243435 0.569059 0.0 -0.2 0.1
C -3.769934 -3.773193 1.871948 0.0 0.0 0.0
C -2.536896 -3.398405 2.377898 0.1 0.0 0.1
C -1.396363 -3.499059 1.591364 0.0 0.0 0.0
H 1.396840 -3.868946 1.078561 0.0 0.0 0.0
H 2.222694 -3.619361 -0.458062 0.1 0.0 0.1
H 4.002692 -2.213068 -0.555848 0.0 0.0 -0.1
H 5.384877 -1.435457 -2.405948 0.0 0.0 0.0
H 4.482638 0.170976 -4.056434 0.0 0.0 0.0
H 2.152838 0.982613 -3.825644 0.0 0.0 0.0
H 0.763860 0.221135 -1.946022 -0.1 0.0 0.0
H 3.781205 -2.725239 1.314576 0.0 0.0 0.0
H 4.981430 -2.460601 3.421306 0.0 0.0 0.0
H 4.044449 -1.060357 5.232979 0.0 0.0 0.0
H 1.849145 0.042873 4.912831 0.0 0.0 0.0
H 0.649902 -0.198317 2.773782 0.0 0.0 0.0
H -1.774922 -1.853823 -1.079852 0.2 -0.1 -0.1
H -2.212588 -0.361860 -2.976856 0.0 0.0 0.0
H -1.129545 -0.784198 -5.165641 0.0 0.0 0.0
H 0.436940 -2.680564 -5.420832 0.0 0.0 0.0
H 0.875677 -4.183192 -3.507261 0.0 0.0 0.0
H -2.807109 -4.715744 -1.231204 -0.1 0.0 0.0
H -4.835408 -4.505578 0.158293 0.0 0.0 0.0
H -4.657873 -3.684954 2.484829 0.0 0.0 0.0
H -2.457657 -3.016708 3.388348 0.0 0.0 0.0
H -0.443932 -3.186523 2.001950 0.0 0.0 0.0
```
Forces are in eV/Å.



Below is a molecular structure, C26H27BCl2F7IrN2O5S, with properties calculated with wB97M-V/def2-TZVPD.

Summary:
Lowest unoccupied orbital energy (spin up / spin down) = -1.0 / -3.4 eV
Energy above the lowest of the compared OMol25 structures with the same formula, charge and spin = 0.0 kJ/mol
Charge = 0
Gap between HOMO and LUMO (spin up / spin down) = 0.26002 / 0.20295 Ha
HOMO energy (spin up / spin down) = -8.05 / -8.92 eV
Multiplicity = 5
Calculated total energy = -3639.67843 hartree

XYZ file:
```
72
Properties=species:S:1:pos:R:3:forces:R:3
Ir -1.010623 -0.972371 -1.351540 0.0 0.2 0.0
C -2.222137 2.533040 4.907978 0.0 0.0 0.0
C -1.402812 3.063266 3.725153 0.0 -0.1 0.0
C -0.020030 3.474508 4.226662 0.0 0.0 0.0
C -2.091194 4.295405 3.122239 0.0 0.1 0.0
C -1.324862 1.989413 2.647222 0.0 0.0 0.0
C -2.489287 1.498255 2.062397 0.0 0.0 0.0
C -2.408278 0.593684 1.030651 0.1 0.0 -0.1
N -1.243830 0.146332 0.559488 -0.1 0.0 0.1
C -0.114669 0.579218 1.122085 0.2 -0.1 -0.1
C -0.125613 1.487684 2.168770 0.0 0.0 0.0
C 1.153197 0.072266 0.517103 -0.2 0.2 0.1
C 2.400661 0.371279 1.041769 0.0 0.0 0.0
C 3.551827 -0.059957 0.400528 0.1 0.0 0.0
C 3.382829 -0.822834 -0.754408 0.0 0.0 0.0
C 2.116637 -1.114623 -1.205817 0.0 0.0 0.0
N 1.021369 -0.666488 -0.585125 0.1 0.0 0.0
C 4.953794 0.279019 0.895085 -0.1 0.0 0.0
C 4.924609 1.117120 2.171270 0.0 0.0 0.0
C 5.676121 1.074228 -0.200434 0.0 0.0 0.0
C 5.715588 -1.023132 1.174624 0.0 0.0 0.0
H -2.299518 3.299049 5.681479 0.0 0.0 0.0
H -1.752653 1.650694 5.346668 0.0 0.0 0.0
H -3.234081 2.260511 4.607010 0.0 0.0 0.0
H -0.128510 4.247897 4.988045 0.0 0.0 0.0
H 0.594303 3.886347 3.424094 0.0 0.0 0.0
H 0.516197 2.637843 4.679711 0.0 0.0 0.0
H -2.139145 5.092244 3.867079 0.0 0.0 0.0
H -3.109492 4.075209 2.801931 0.0 0.0 0.0
H -1.542700 4.663090 2.254236 0.0 0.0 0.0
H -3.464773 1.840497 2.377554 0.0 0.0 0.0
H -3.295111 0.220634 0.539327 0.0 0.0 0.0
H 0.808162 1.837393 2.575225 0.0 0.0 0.0
H 2.468110 0.959618 1.940869 0.0 0.0 0.0
H 4.230200 -1.200165 -1.308809 0.0 0.0 0.0
H 1.946030 -1.722871 -2.082761 0.0 0.0 0.0
H 4.416799 2.070768 2.016660 0.0 0.0 0.0
H 5.945849 1.334735 2.486171 0.0 0.0 0.0
H 4.431520 0.590119 2.990766 0.0 0.0 0.0
H 5.140561 1.994990 -0.435949 0.0 0.0 0.0
H 5.772346 0.498052 -1.120897 0.0 0.0 0.0
H 6.680905 1.336567 0.135518 0.0 0.0 0.0
H 5.217161 -1.613136 1.945651 0.0 0.0 0.0
H 6.725611 -0.793666 1.518595 0.0 0.0 0.0
H 5.800559 -1.641752 0.281262 0.0 0.0 0.0
Cl -6.406008 -4.014606 -5.616638 0.0 0.0 0.0
C -5.182302 -3.060050 -4.893055 0.0 -0.1 0.1
C -4.421549 -2.205136 -5.688012 0.0 0.0 0.0
C -3.438218 -1.444541 -5.107650 0.0 -0.1 0.0
Cl -2.484452 -0.394025 -6.038046 0.0 0.0 0.0
C -3.158732 -1.526772 -3.678916 0.1 0.0 0.1
O -2.223638 -0.860904 -3.208627 0.0 0.0 0.1
C -4.003150 -2.413542 -2.900239 -0.2 -0.1 0.2
C -3.887036 -2.524366 -1.436770 0.2 0.1 -0.3
O -3.164391 -1.839390 -0.742972 0.0 -0.1 0.1
C -4.976777 -3.156138 -3.505108 0.0 0.0 -0.2
H -4.603674 -2.147898 -6.751430 0.0 0.0 0.0
H -4.548734 -3.269128 -0.970131 0.0 0.0 0.0
H -5.594360 -3.830315 -2.925936 0.0 0.0 0.0
F 0.832907 -5.468342 -3.563754 0.0 0.0 0.0
C 0.649426 -5.114951 -2.293729 0.1 -0.1 0.1
F 1.829189 -4.742547 -1.784705 0.0 0.0 0.0
F 0.209605 -6.174989 -1.615856 0.0 0.0 0.0
S -0.540612 -3.731539 -2.162908 -0.3 0.2 -0.3
O -1.790242 -4.232411 -2.687325 0.2 -0.1 0.0
O 0.071632 -2.664452 -2.959472 -0.1 -0.2 0.0
O -0.559781 -3.397627 -0.741731 0.0 0.0 0.0
F -1.375372 2.954012 -0.512336 0.0 0.0 0.0
B -0.545840 2.591181 -1.579510 0.0 0.1 0.0
F 0.761328 2.388723 -1.116098 0.1 -0.1 0.0
F -0.587803 3.517878 -2.598973 0.0 0.0 0.0
F -1.033044 1.321898 -2.105209 0.0 -0.1 0.0
```
Forces are in eV/Å.



> Among the records above, which one has the lowest charge?

C12H30N4O2PdSi



> What is the multiplicity in the second record?

1